Entry 1
Entry from OMol25: an isolated ion of composition C6H15N and charge -1 (the ωB97M-V functional and the def2-TZVPD basis).

ORCA input file:
```
! RIJCOSX wB97M-V def2-TZVPD def2/J DEFGRID3
* xyz -1 2
N -1.772 0.473 1.929
C 1.012 -0.734 -0.337
C -1.199 0.070 0.690
C 1.105 0.282 -1.445
C -1.960 -0.976 -0.132
C 0.257 -0.356 0.944
C 1.953 1.490 -1.210
H -1.187 0.314 2.717
H -3.110 -0.759 0.142
H 0.669 -1.731 -0.582
H 0.009 0.678 -1.508
H 1.578 -0.105 -2.344
H -1.655 -2.024 0.215
H 1.621 1.814 -0.164
H 1.575 2.312 -1.944
H -2.467 -0.193 2.341
H 2.007 -1.198 -0.207
H -1.491 -0.868 -1.197
H 3.005 1.283 -1.218
H -1.099 0.912 0.047
H 0.353 -1.114 1.713
H 0.796 0.431 1.550
*
```

Computed properties:
LUMO level (spin up / spin down), Ha: 0.149 / 0.145
HOMO (spin up / spin down), eV: 1.4 / -5.6

***

Entry 2
Entry from OMol25: an isolated ion of composition C6H15N and charge -1 (the ωB97M-V functional and the def2-TZVPD basis).

ORCA input file:
```
! RIJCOSX wB97M-V def2-TZVPD def2/J DEFGRID3
* xyz -1 2
N -0.718 -0.592 -0.272
C -1.888 0.313 -0.487
C 0.463 0.167 0.118
C -3.122 -0.538 -0.625
C 1.713 -0.696 -0.142
C 0.460 0.735 1.518
C 2.950 0.137 -0.544
H -3.467 -0.961 0.326
H -2.880 -1.377 -1.279
H -1.869 1.045 0.319
H 2.616 1.033 -1.070
H -0.980 -1.203 0.504
H 3.522 -0.435 -1.285
H 0.062 0.009 2.235
H 0.465 0.993 -0.601
H 1.434 1.014 1.927
H 1.913 -1.248 0.778
H -0.108 1.668 1.662
H 1.486 -1.382 -0.953
H -3.995 0.023 -0.981
H -1.637 0.811 -1.422
H 3.580 0.484 0.275
*
```

Computed properties:
LUMO level (spin up / spin down), Ha: 0.147 / 0.148
HOMO (spin up / spin down), eV: 1.5 / -5.4

***

Short version: entry 1 is the least stable of them.

***

Entry 1
Entry from OMol25: C5H5ClFN in the gas phase (the ωB97M-V functional and the def2-TZVPD basis).

ORCA input file:
```
! RIJCOSX wB97M-V def2-TZVPD def2/J DEFGRID3
* xyz 0 1
Cl -2.626 0.614 -0.702
F -1.754 -0.735 1.348
N 1.593 -0.091 0.194
C -1.415 -0.287 0.045
C -0.498 -1.136 -0.689
C 0.251 1.839 0.558
C 0.853 -1.073 0.014
C 1.408 1.328 0.284
H -0.921 -2.240 -0.531
H -0.400 -0.994 -1.859
H 2.267 1.959 0.186
H -0.158 2.837 0.847
H 1.400 -2.021 0.306
*
```

Computed properties:
LUMO level (spin up / spin down), Ha: 0.000 / -0.003
HOMO (spin up / spin down), eV: -8.9 / -8.2

***

Entry 2
Entry from OMol25: C5H5ClFN in the gas phase (the ωB97M-V functional and the def2-TZVPD basis).

ORCA input file:
```
! RIJCOSX wB97M-V def2-TZVPD def2/J DEFGRID3
* xyz 0 1
Cl -0.132 2.448 0.521
F -1.210 -2.117 0.751
N -3.102 0.409 -0.774
C -1.140 -0.894 0.215
C -2.340 -0.350 -0.353
C 1.465 -0.661 0.506
C 0.161 1.126 -0.590
C 0.072 -0.236 0.061
H 1.212 1.211 -0.751
H 1.949 0.235 0.914
H -0.573 1.301 -1.415
H 1.542 -1.533 1.170
H 2.096 -0.940 -0.254
*
```

Computed properties:
LUMO level, Ha: 0.001
Structure (SMILES): C/C(CCl)=C(\F)C#N
HOMO, eV: -10.0

***

Short version: entry 1 is the least stable of them.

***

Entry 1
Entry from OMol25: a 2-piece molecular cluster, C3H10N2Si overall (the ωB97M-V functional and the def2-TZVPD basis).

ORCA input file:
```
! RIJCOSX wB97M-V def2-TZVPD def2/J DEFGRID3
* xyz 0 1
Si -0.079 0.515 -0.047
N -0.628 -2.403 0.451
N -0.732 0.932 -1.574
C 1.709 0.173 0.130
C -1.435 1.138 1.180
C 2.395 -0.364 -0.841
H -1.658 1.314 -1.695
H -0.926 1.065 2.106
H -2.063 0.298 1.107
H 2.115 -0.398 -1.946
H -0.438 0.626 -2.396
H 2.204 0.150 1.132
H -1.619 -2.187 0.610
H -0.177 -2.155 1.306
H -2.026 1.966 1.009
H 3.358 -0.672 -0.534
*
```

Computed properties:
LUMO level (spin up / spin down), Ha: 0.003 / 0.003
HOMO (spin up / spin down), eV: -7.0 / -7.0

***

Entry 2
Entry from OMol25: C3H10N2Si in the gas phase (the ωB97M-V functional and the def2-TZVPD basis).

ORCA input file:
```
! RIJCOSX wB97M-V def2-TZVPD def2/J DEFGRID3
* xyz 0 1
Si 0.317 -0.233 0.001
N 1.041 -0.983 -1.382
N 0.796 -1.135 1.392
C -2.512 0.356 -0.616
C 1.300 1.311 0.253
C -1.639 0.058 0.304
H 1.590 1.817 -0.596
H -3.639 0.556 -0.458
H 1.270 -0.582 2.084
H 0.660 -0.657 -2.193
H 0.834 2.026 1.027
H 1.123 -2.046 1.348
H -1.954 0.170 1.359
H -2.216 0.497 -1.684
H 0.825 -2.049 -1.415
H 2.203 0.896 0.577
*
```

Computed properties:
LUMO level, Ha: 0.028
Structure (SMILES): C=C[Si](C)(N)N
HOMO, eV: -9.2

***

Short version: entry 1 is the least stable of them.

***

Entry 1
Entry from OMol25: a 2-piece molecular cluster, H4NOPS2 overall (the ωB97M-V functional and the def2-TZVPD basis).

ORCA input file:
```
! RIJCOSX wB97M-V def2-TZVPD def2/J DEFGRID3
* xyz 0 1
S -3.723 -0.914 -0.123
S -1.478 1.790 -0.579
P -1.967 -0.022 -0.233
O -0.665 -0.889 0.223
N 1.690 0.031 0.094
H 1.428 1.070 0.441
H 2.207 0.020 -0.807
H 2.103 -0.562 0.851
H 0.406 -0.525 0.133
*
```

Computed properties:
LUMO level, Ha: -0.007
HOMO, eV: -9.0

***

Entry 2
Entry from OMol25: H4NOPS2 in the gas phase (the ωB97M-V functional and the def2-TZVPD basis).

ORCA input file:
```
! RIJCOSX wB97M-V def2-TZVPD def2/J DEFGRID3
* xyz 0 1
S 2.481 -0.157 -0.148
S -0.536 -2.007 -0.107
P 0.547 -0.253 -0.064
O -0.049 0.425 -1.610
N -0.237 0.719 1.061
H 0.162 1.637 0.939
H -1.188 0.457 0.978
H 0.025 -2.673 0.941
H 0.666 0.840 -2.017
*
```

Computed properties:
LUMO level, Ha: 0.016
Structure (SMILES): N[P@@](O)(=S)S
HOMO, eV: -9.4

***

Short version: entry 1 is the least stable of them.